# 1
ORCA calculation (ωB97M-V/def2-TZVPD) on one molecule with the formula C4H4O.

```
! RIJCOSX wB97M-V def2-TZVPD def2/J DEFGRID3
* xyz 0 1
C -1.346 -1.043 0.004
C -0.446 0.194 -0.016
C 1.012 -0.053 -0.049
C 2.221 -0.198 0.025
H -2.059 -0.888 -0.836
H -1.969 -1.052 0.942
H -0.766 -1.952 -0.067
H 3.283 -0.233 0.048
O -0.892 1.341 0.017
*
```

Energy relative to the best compared isomer or geometry (same formula, charge and spin) = 1.487 eV
Kohn-Sham gap = 10.5039 eV

# 2
ORCA calculation (ωB97M-V/def2-TZVPD) on a 2-piece molecular cluster, C4H4O2 overall.

```
! RIJCOSX wB97M-V def2-TZVPD def2/J DEFGRID3
* xyz 0 1
C -0.881 -0.868 0.582
C 0.153 -0.375 0.904
C -1.140 0.194 -2.716
C 1.178 0.435 1.523
O -2.207 0.069 -3.028
O -0.071 0.370 -2.403
H -1.629 -1.497 0.232
H 2.018 0.264 0.829
H 1.528 -0.051 2.379
H 1.051 1.458 1.697
*
```

Energy relative to the best compared isomer or geometry (same formula, charge and spin) = 0.980 eV
Kohn-Sham gap = 10.7070 eV

# 3
ORCA calculation (ωB97M-V/def2-TZVPD) on one molecule with the formula C4H4O2.

```
! RIJCOSX wB97M-V def2-TZVPD def2/J DEFGRID3
* xyz 0 1
C 0.262 -0.404 1.464
C -0.662 -0.634 -0.879
O -0.866 -0.103 -2.097
C 0.641 1.237 -0.386
C 0.104 0.113 0.070
O 1.047 2.139 -0.993
H -1.388 -0.722 -2.625
H -0.182 0.280 2.178
H 1.308 -0.532 1.715
H -0.263 -1.375 1.553
*
```

Energy relative to the best compared isomer or geometry (same formula, charge and spin) = 2.368 eV
Kohn-Sham gap = 9.0100 eV

# 4
ORCA calculation (ωB97M-V/def2-TZVPD) on one molecule with the formula C4H4O2.

```
! RIJCOSX wB97M-V def2-TZVPD def2/J DEFGRID3
* xyz 0 1
O -0.554 -1.188 2.237
C -0.162 -0.798 1.177
O 0.874 -1.279 0.461
C -0.946 0.388 0.034
C -0.072 0.219 -1.164
C 0.804 0.128 0.031
H -1.253 1.387 0.360
H -0.406 -0.738 -1.610
H 0.059 1.111 -1.782
H 1.656 0.769 0.256
*
```

Energy relative to the best compared isomer or geometry (same formula, charge and spin) = 3.689 eV
Kohn-Sham gap = 10.4121 eV

# 5
ORCA calculation (ωB97M-V/def2-TZVPD) on one molecule with the formula C4H4O2.

```
! RIJCOSX wB97M-V def2-TZVPD def2/J DEFGRID3
* xyz 0 1
O -1.322 -1.851 -0.224
C -0.432 -1.097 -0.574
O 0.884 -1.283 -0.150
C 0.331 -0.230 0.690
C 0.728 1.034 -0.032
C -0.503 0.364 -0.560
H -0.484 -0.802 1.273
H 0.556 2.010 0.416
H 1.651 0.969 -0.611
H -1.480 0.809 -0.410
*
```

Energy relative to the best compared isomer or geometry (same formula, charge and spin) = 3.750 eV
Kohn-Sham gap = 10.9828 eV

# 6
ORCA calculation (ωB97M-V/def2-TZVPD) on one molecule with the formula C4H4O2.

```
! RIJCOSX wB97M-V def2-TZVPD def2/J DEFGRID3
* xyz 0 1
C 0.003 -0.925 -0.225
C 0.454 0.395 -0.746
C 0.790 -2.014 -0.088
C -0.705 1.237 0.376
O 1.868 -2.314 0.185
O 1.458 0.777 -1.420
H -0.986 -1.072 0.090
H -1.733 1.077 0.013
H -0.565 0.517 1.122
H -0.584 2.323 0.693
*
```

Energy relative to the best compared isomer or geometry (same formula, charge and spin) = 2.997 eV
Kohn-Sham gap = 8.9077 eV

# 7
ORCA calculation (ωB97M-V/def2-TZVPD) on C4H4O2 as an isolated structure.

```
! RIJCOSX wB97M-V def2-TZVPD def2/J DEFGRID3
* xyz 0 1
O -0.860 1.627 0.338
C -0.288 0.501 0.877
C -0.352 -0.686 -0.072
O -0.557 -0.340 -1.334
C 1.170 0.167 0.548
C 1.181 -0.395 -0.625
H -0.957 1.421 -0.616
H -0.539 0.391 1.928
H -0.541 -1.703 0.288
H 1.743 -0.983 -1.332
*
```

Energy relative to the best compared isomer or geometry (same formula, charge and spin) = 4.995 eV
Kohn-Sham gap = 9.5465 eV

# 8
ORCA calculation (ωB97M-V/def2-TZVPD) on a 3-piece molecular cluster, C4H4O2S overall.

```
! RIJCOSX wB97M-V def2-TZVPD def2/J DEFGRID3
* xyz 0 1
C -1.451 1.501 -0.763
C -2.433 0.880 -0.459
C 0.279 -1.923 -0.094
C 0.716 -1.582 0.985
O 1.494 0.976 1.220
O 2.932 0.068 -0.607
S 1.817 0.895 -0.188
H -0.462 1.843 -0.737
H -0.286 -2.091 -0.907
H -3.489 0.760 -0.418
H 0.884 -1.329 1.968
*
```

Energy relative to the best compared isomer or geometry (same formula, charge and spin) = 5.654 eV
Kohn-Sham gap = 9.4354 eV

# 9
ORCA calculation (ωB97M-V/def2-TZVPD) on one molecule with the formula C4H4O2S2.

```
! RIJCOSX wB97M-V def2-TZVPD def2/J DEFGRID3
* xyz 0 1
C 2.443 -0.501 -0.148
C -0.062 0.229 0.524
C -0.748 -1.052 0.159
C -1.016 1.411 0.670
H 3.342 -0.456 -0.773
H 0.435 0.064 1.481
H -0.085 -1.928 0.249
H -1.828 1.263 1.394
O 2.326 -1.252 0.773
O -0.910 2.443 0.065
S 1.224 0.634 -0.702
S -2.279 -1.196 -0.316
*
```

Energy relative to the best compared isomer or geometry (same formula, charge and spin) = 0.923 eV
Kohn-Sham gap = 8.4418 eV

# 10
ORCA calculation (ωB97M-V/def2-TZVPD) on one molecule with the formula C4H4O2S2.

```
! RIJCOSX wB97M-V def2-TZVPD def2/J DEFGRID3
* xyz 0 1
C 0.793 -0.350 0.175
C -0.176 0.864 0.345
C 1.000 -0.127 -1.327
C -1.617 0.468 0.475
H 0.791 -2.218 0.208
H 1.758 -0.119 0.697
H 0.119 1.562 1.121
H -1.949 -0.307 -0.228
O 0.226 -1.560 0.538
O 1.494 -0.810 -2.178
S 0.200 1.475 -1.354
S -2.639 1.121 1.526
*
```

Energy relative to the best compared isomer or geometry (same formula, charge and spin) = 0.767 eV
Kohn-Sham gap = 8.4748 eV

# 11
ORCA calculation (ωB97M-V/def2-TZVPD) on C4H4O2Tl as an isolated structure.

```
! RIJCOSX wB97M-V def2-TZVPD def2/J DEFGRID3
* xyz 1 1
H 0.799 0.261 -0.755
O -2.783 0.892 -0.131
C -2.580 -0.482 0.083
C -1.140 -0.783 0.005
C 0.027 -0.551 -0.619
H -3.720 1.089 -0.041
H -3.095 -1.104 -0.670
H -2.939 -0.810 1.074
C 0.108 -1.316 0.549
O 0.658 -2.193 1.208
Tl 2.394 -3.329 1.487
*
```

Energy relative to the best compared isomer or geometry (same formula, charge and spin) = 1.025 eV
Kohn-Sham gap = 9.7865 eV

# 12
ORCA calculation (ωB97M-V/def2-TZVPD) on C4H4O2Tl as an isolated structure.

```
! RIJCOSX wB97M-V def2-TZVPD def2/J DEFGRID3
* xyz 2 2
H -1.856 1.812 1.526
O 2.171 -1.369 0.375
C 0.882 -1.560 -0.189
C 0.048 -0.383 0.027
C -0.635 0.622 0.232
H 2.350 -2.093 0.983
H 0.386 -2.436 0.261
H 0.959 -1.748 -1.274
C -1.343 1.774 0.554
O -1.697 2.661 -0.363
Tl -1.265 2.721 -2.132
*
```

Energy relative to the best compared isomer or geometry (same formula, charge and spin) = 4.740 eV
Kohn-Sham gap (alpha / beta) = 7.1920 / 4.6088 eV

# 13
ORCA calculation (ωB97M-V/def2-TZVPD) on C4H4O2Yb as an isolated structure.

```
! RIJCOSX wB97M-V def2-TZVPD def2/J DEFGRID3
* xyz 3 2
C -1.239 -1.535 0.099
O -2.069 -0.945 0.773
H -2.998 -1.269 0.758
C 0.185 -1.170 -0.199
C 0.664 0.073 0.475
C 0.697 1.268 -0.042
O 0.902 2.325 -0.520
Yb 2.040 4.256 -1.708
H 0.784 -2.053 0.086
H 0.251 -1.140 -1.300
H 0.785 0.190 1.578
*
```

Energy relative to the best compared isomer or geometry (same formula, charge and spin) = 0.000 eV
Kohn-Sham gap (alpha / beta) = 7.7917 / 8.0660 eV

# 14
ORCA calculation (ωB97M-V/def2-TZVPD) on a 2-piece molecular cluster, C4H4O3 overall.

```
! RIJCOSX wB97M-V def2-TZVPD def2/J DEFGRID3
* xyz 0 1
C 0.903 0.928 -1.781
C 1.775 0.667 -0.845
C -1.543 -0.244 1.173
C -0.118 -0.724 0.491
O 0.098 0.676 -2.539
O -1.906 0.772 1.637
O 0.655 0.359 0.698
H 2.626 1.291 -0.598
H -2.201 -1.028 1.224
H -0.344 -0.999 -0.479
H 0.054 -1.698 1.019
*
```

Energy relative to the best compared isomer or geometry (same formula, charge and spin) = 5.650 eV
Kohn-Sham gap = 7.8486 eV

# 15
ORCA calculation (ωB97M-V/def2-TZVPD) on one molecule with the formula C4H4O3.

```
! RIJCOSX wB97M-V def2-TZVPD def2/J DEFGRID3
* xyz 0 1
C 0.564 1.009 1.185
C -0.295 0.798 -0.028
O -0.668 1.661 -0.785
C -0.764 -0.638 -0.290
O -1.676 -1.147 0.317
C -0.021 -1.421 -1.372
O 0.966 -0.980 -1.904
H 0.033 0.667 2.080
H 0.822 2.066 1.279
H 1.478 0.410 1.093
H -0.439 -2.426 -1.576
*
```

Energy relative to the best compared isomer or geometry (same formula, charge and spin) = 1.287 eV
Kohn-Sham gap = 8.7839 eV

# 16
ORCA calculation (ωB97M-V/def2-TZVPD) on one molecule with the formula C4H4O3.

```
! RIJCOSX wB97M-V def2-TZVPD def2/J DEFGRID3
* xyz 0 1
C 1.712 -0.390 -0.548
C 0.397 0.106 -0.005
O 0.067 1.227 -0.354
C -0.826 -0.394 0.897
O -1.038 -1.287 1.668
C -1.879 0.566 0.350
O -2.463 0.016 -0.553
H 2.398 -0.786 0.200
H 2.156 0.490 -1.029
H 1.553 -1.146 -1.324
H -2.077 1.597 0.698
*
```

Energy relative to the best compared isomer or geometry (same formula, charge and spin) = 2.176 eV
Kohn-Sham gap = 8.9971 eV

# 17
ORCA calculation (ωB97M-V/def2-TZVPD) on a 2-piece molecular cluster, C4H4O3 overall.

```
! RIJCOSX wB97M-V def2-TZVPD def2/J DEFGRID3
* xyz 0 1
O 2.436 -1.684 1.500
C 1.629 -1.266 0.832
C -0.079 0.766 -0.039
C -1.289 0.134 0.553
O 0.541 1.702 0.412
C 0.381 0.226 -1.417
O 0.007 -0.773 -1.987
H -1.038 -0.919 0.690
H -2.117 0.289 -0.158
H -1.555 0.613 1.497
H 1.085 0.912 -1.884
*
```

Energy relative to the best compared isomer or geometry (same formula, charge and spin) = 1.194 eV
Kohn-Sham gap = 9.4125 eV

# 18
ORCA calculation (ωB97M-V/def2-TZVPD) on C4H4O3 as an isolated structure.

```
! RIJCOSX wB97M-V def2-TZVPD def2/J DEFGRID3
* xyz 0 1
O -1.818 1.326 1.082
C -0.808 1.460 0.431
C -0.007 0.285 0.019
C -0.291 -1.180 0.286
O 0.861 -1.544 -0.521
C 1.239 -0.196 -0.607
O 0.341 0.462 -1.412
H -0.519 2.407 -0.059
H -0.037 -1.448 1.316
H -1.259 -1.608 0.026
H 2.299 0.035 -0.560
*
```

Energy relative to the best compared isomer or geometry (same formula, charge and spin) = 3.402 eV
Kohn-Sham gap = 10.9663 eV

# 19
ORCA calculation (ωB97M-V/def2-TZVPD) on one molecule with the formula C4H4O3S.

```
! RIJCOSX wB97M-V def2-TZVPD def2/J DEFGRID3
* xyz 0 1
C -1.546 0.794 -0.038
C -0.254 0.365 0.558
C 1.810 0.313 -0.484
C 1.326 -0.915 -0.410
H -2.196 -1.613 0.610
H -0.431 0.491 1.648
H 2.868 0.646 -0.847
H 1.759 -1.717 -0.890
O -1.713 1.915 -0.354
O 0.919 1.194 0.165
O 0.091 -0.946 0.319
S -2.635 -0.527 -0.275
*
```

Energy relative to the best compared isomer or geometry (same formula, charge and spin) = 2.952 eV
Kohn-Sham gap = 9.1158 eV

# 20
ORCA calculation (ωB97M-V/def2-TZVPD) on one molecule with the formula C4H4O3S.

```
! RIJCOSX wB97M-V def2-TZVPD def2/J DEFGRID3
* xyz 0 1
C -0.780 -0.614 0.807
C -1.239 0.460 0.145
C 1.752 -1.200 0.437
C 0.558 -1.280 0.943
O 2.827 -1.147 0.045
O 0.314 0.734 -1.982
O 0.131 2.697 -0.226
S -0.680 1.759 -1.001
H -1.494 -1.245 1.500
H -2.318 0.473 0.392
H 0.456 1.192 -2.875
H 0.472 -1.831 1.814
*
```

Energy relative to the best compared isomer or geometry (same formula, charge and spin) = 3.709 eV
Kohn-Sham gap = 9.3240 eV